1.
C5H11NO | the ωB97M-V functional and the def2-TZVPD basis

```
! wB97M-V def2-TZVPD RIJCOSX def2/J DEFGRID3
* xyz 0 1
C 0.043 0.162 -2.113
C 1.333 0.303 -1.294
C 1.234 0.197 0.234
C -0.167 0.434 0.820
C -0.852 -0.799 1.381
N -2.071 -0.575 1.957
O -0.363 -1.904 1.344
H -0.562 1.058 -2.110
H -0.570 -0.655 -1.730
H 0.349 -0.149 -3.108
H 1.996 -0.518 -1.610
H 1.897 1.193 -1.601
H 1.510 -0.806 0.574
H 1.949 0.827 0.743
H -0.176 1.142 1.642
H -0.780 1.000 0.111
H -2.408 -1.275 2.598
H -2.363 0.366 2.161
*
```

Structure (SMILES): CCCCC(N)=O
LUMO level: 0.9 eV
Relative energy (zero: lowest compared OMol25 entry of this formula, charge and spin): 32.6 kJ/mol
HOMO energy: -0.3637 Eh


2.
C29H44BFNO2P | the ωB97M-V functional and the def2-TZVPD basis

```
! wB97M-V def2-TZVPD RIJCOSX def2/J DEFGRID3
* xyz 0 1
C 5.902 -0.027 -0.361
O 5.068 -0.785 -1.204
C 4.217 0.016 -2.011
C 3.032 0.627 -1.267
C 1.829 -0.307 -1.132
C 1.993 -1.420 -0.097
C 0.683 -2.149 0.190
C 0.174 -2.957 -1.003
C -1.136 -3.724 -0.782
C -2.325 -2.926 -0.222
C -3.242 -2.353 -1.310
C -2.775 -1.074 -2.026
P -2.209 0.278 -0.905
F -1.489 1.250 -2.021
B -3.828 1.255 -0.530
N -3.868 2.702 -0.591
O -4.908 0.506 -0.093
H 6.473 -0.724 0.252
H 5.333 0.633 0.303
H 6.602 0.583 -0.948
H 3.849 -0.651 -2.796
H 4.814 0.798 -2.503
H 3.336 0.971 -0.272
H 2.714 1.520 -1.816
H 0.952 0.294 -0.866
H 1.629 -0.743 -2.119
H 2.756 -2.134 -0.425
H 2.357 -0.963 0.832
H -0.056 -1.404 0.501
H 0.818 -2.837 1.033
H 0.953 -3.690 -1.247
H 0.082 -2.320 -1.890
H -1.449 -4.132 -1.751
H -0.932 -4.594 -0.149
H -2.929 -3.572 0.419
H -1.962 -2.123 0.426
H -3.345 -3.120 -2.087
H -4.249 -2.187 -0.919
H -3.590 -0.706 -2.653
H -1.931 -1.288 -2.690
H -3.589 3.183 0.257
H -3.253 3.054 -1.320
H -4.950 0.315 0.851
C -7.338 -0.218 5.360
C -7.520 0.258 4.069
C -6.432 0.732 3.348
C -5.166 0.729 3.917
C -4.984 0.251 5.208
C -6.072 -0.222 5.928
H -8.185 -0.587 5.924
H -8.506 0.260 3.624
H -6.578 1.113 2.344
H -4.316 1.107 3.360
H -3.997 0.250 5.652
H -5.932 -0.593 6.935
C 2.539 1.989 -6.259
C 2.045 2.252 -4.989
C 1.000 1.494 -4.479
C 0.451 0.470 -5.239
C 0.943 0.207 -6.509
C 1.987 0.967 -7.020
H 3.355 2.579 -6.657
H 2.476 3.049 -4.395
H 0.614 1.694 -3.488
H -0.362 -0.122 -4.837
H 0.514 -0.590 -7.103
H 2.372 0.761 -8.010
C 4.221 2.840 4.787
C 3.081 2.496 4.073
C 2.989 1.248 3.473
C 4.035 0.342 3.591
C 5.175 0.687 4.304
C 5.267 1.936 4.902
H 4.293 3.814 5.255
H 2.265 3.202 3.982
H 2.100 0.977 2.917
H 3.963 -0.631 3.121
H 5.992 -0.018 4.393
H 6.156 2.205 5.459
*
```

Structure (SMILES): COCCCCCCCCCCP(F)B(N)O.c1ccccc1.c1ccccc1.c1ccccc1
LUMO level: 0.3 eV
HOMO energy: -0.3175 Eh